Record 1
86
Properties=species:S:1:pos:R:3:forces:R:3:mulliken_charge:R:1 method="wB97M-V/def2-TZVPD" gap_ev=6.84 fmax_ev_per_a=1.8 mol_weight_g_mol=718.4 charge=-1 de_lowest_kcal_mol=27.7 total_energy_ev=-106706.17022
K -0.8862 0.0744 -0.7431 1.8 0.0 0.1 1.03
Cl -8.1251 2.3668 -2.3975 0.0 0.0 0.0 -0.28
C -6.6280 1.6055 -1.8989 0.0 0.0 0.0 0.16
C -6.6232 0.7392 -0.7998 0.1 0.1 0.0 -0.88
C -5.4505 0.1524 -0.4054 0.0 -0.1 0.1 -0.02
C -4.1934 0.3754 -1.0628 -0.1 -0.1 0.0 -0.43
O -3.1284 -0.1778 -0.6401 -1.6 0.1 -0.1 -0.35
C -4.2527 1.2455 -2.2068 -0.1 0.0 0.2 0.78
C -3.1269 1.5114 -3.0656 0.1 0.1 -0.1 -0.90
N -1.9237 1.0982 -2.9255 -0.2 0.0 0.0 0.22
C -1.0363 1.2955 -3.9827 -0.1 0.1 -0.4 -0.08
C -1.3810 0.9591 -5.2770 0.0 -0.1 0.1 -0.15
C -0.4695 1.0877 -6.3380 0.0 0.1 0.0 -0.77
C 0.7853 1.5775 -6.1101 -0.1 0.0 -0.1 -0.89
C 1.1775 1.9348 -4.8024 -0.1 -0.1 0.1 1.28
C 2.4728 2.4322 -4.5141 0.0 0.0 -0.1 -0.96
C 2.8062 2.7184 -3.2336 0.0 0.0 0.1 -0.07
C 1.8330 2.5226 -2.2269 -0.2 0.3 0.0 -0.25
N 0.6137 2.1073 -2.4368 0.0 0.0 -0.1 -0.34
C 0.2775 1.7815 -3.7206 0.1 0.1 -0.1 -0.02
C -5.4679 1.8480 -2.5811 0.1 -0.1 0.0 -0.98
H -7.5462 0.5453 -0.2672 0.0 0.0 0.0 0.41
H -5.4448 -0.5175 0.4464 0.0 0.0 0.0 0.36
H -3.3658 2.1401 -3.9362 0.0 0.0 0.0 0.44
H -2.3647 0.5447 -5.4612 0.0 0.0 0.0 0.57
H -0.7717 0.7976 -7.3370 0.0 0.0 0.0 0.37
H 1.4928 1.6914 -6.9240 0.0 0.0 0.0 0.36
H 3.1777 2.5619 -5.3274 0.0 0.0 0.0 0.37
H 3.7999 3.0349 -2.9527 0.0 0.0 0.0 0.25
H 2.0752 2.7823 -1.2036 0.1 -0.1 0.0 0.24
H -5.4824 2.5117 -3.4385 0.0 0.0 0.0 0.39
S 2.8742 -1.8583 2.7633 0.1 0.0 0.0 -0.38
C 3.6025 -0.3789 2.6088 -0.3 0.0 -0.1 0.01
N 3.1478 0.5101 1.6363 0.6 -0.3 -0.1 0.42
C 3.6670 1.7362 1.4890 -0.1 0.1 0.0 0.40
C 4.6159 2.1901 2.3522 0.1 0.1 0.0 -0.71
C 5.1116 1.2402 3.2643 -0.1 -0.2 0.0 -0.06
N 4.6439 0.0269 3.3951 0.1 0.1 0.1 -0.53
H 2.6325 0.1063 0.8383 0.0 0.0 0.0 -0.12
H 3.2972 2.3155 0.6553 0.0 -0.1 -0.1 0.03
H 5.0197 3.1879 2.2850 0.0 0.0 -0.1 0.43
H 5.9642 1.4878 3.8922 -0.1 0.0 0.0 0.40
C -4.0012 -1.5432 3.9808 0.0 0.0 0.0 -1.73
C -3.4606 -1.0420 2.6433 0.1 0.2 -0.1 1.45
C -3.5048 0.4924 2.6134 0.0 -0.1 -0.1 -1.41
P -1.7699 -1.5648 2.0356 0.1 -0.4 0.4 0.15
C -0.7053 -1.8911 3.5302 -0.3 0.1 0.1 1.39
C -0.4338 -0.5851 4.2794 0.1 -0.1 0.0 -1.58
C -1.0819 -3.0075 4.5059 0.1 0.0 -0.1 -1.52
C -1.9801 -3.3188 1.3902 -0.1 0.2 -0.2 0.34
C -3.2212 -4.0895 1.8310 0.1 0.0 0.1 -1.54
C -1.9074 -3.2774 -0.1423 0.0 0.0 0.1 -1.32
H -5.0397 -1.2139 4.0925 0.0 0.0 0.0 0.48
H -3.4382 -1.1238 4.8166 0.0 0.0 0.0 0.28
H -3.9901 -2.6270 4.0669 0.0 0.0 0.0 0.27
H -4.1171 -1.3974 1.8448 0.0 0.0 0.0 -0.39
H -2.8328 0.9179 3.3630 0.0 0.0 0.0 0.37
H -4.5174 0.8532 2.8181 0.0 0.0 0.0 0.41
H -3.2068 0.8553 1.6296 0.0 0.0 0.0 0.15
H 0.2340 -2.1787 3.0538 0.1 0.0 -0.1 -0.31
H -1.2955 -0.2842 4.8815 0.0 0.0 0.0 0.28
H -0.1983 0.2242 3.5848 0.0 0.0 0.0 0.35
H 0.4206 -0.7075 4.9502 0.0 0.0 0.0 0.43
H -1.9334 -2.7376 5.1296 0.0 0.0 0.0 0.23
H -0.2320 -3.1993 5.1688 0.0 0.0 0.0 0.45
H -1.3063 -3.9432 3.9909 0.0 0.0 0.0 0.30
H -1.0936 -3.8506 1.7484 0.0 0.0 0.1 0.54
H -4.1342 -3.6130 1.4663 0.0 0.0 0.0 0.27
H -3.2867 -4.1792 2.9143 0.0 0.0 0.0 0.27
H -3.1900 -5.1028 1.4190 0.0 0.0 0.0 0.46
H -2.7005 -2.6464 -0.5506 0.0 0.0 0.0 0.21
H -2.0023 -4.2816 -0.5652 0.0 0.0 0.0 0.48
H -0.9472 -2.8689 -0.4652 0.0 0.0 0.0 0.24
C 7.3093 2.2986 -1.4640 0.0 0.0 0.0 -1.26
C 6.5985 1.0022 -1.1869 -0.1 0.0 0.0 0.85
C 7.2669 -0.0758 -0.6238 0.1 -0.1 0.0 -0.67
C 6.5022 -1.2090 -0.3878 -0.1 0.1 0.0 -0.22
N 5.2134 -1.2890 -0.6734 0.0 0.1 0.0 -0.51
C 4.6204 -0.1899 -1.2027 0.2 0.0 0.1 -0.06
S 2.9300 -0.2365 -1.5339 -0.2 -0.1 0.2 -0.30
N 5.3002 0.9581 -1.4655 0.0 0.0 0.0 -0.27
H 8.3633 2.1283 -1.6871 0.0 0.0 0.0 0.40
H 7.2501 2.9466 -0.5855 0.0 0.0 0.0 0.22
H 6.8351 2.8141 -2.2977 0.0 0.0 0.0 0.30
H 8.3228 -0.0328 -0.3901 0.0 0.0 0.0 0.38
H 6.9419 -2.0957 0.0631 0.0 0.0 0.0 0.38

=====

Record 2
83
Properties=species:S:1:pos:R:3:forces:R:3:mulliken_spin:R:1 method="wB97M-V/def2-TZVPD" s2=2.0134 spin_multiplicity=3 gap_ev="5.85 / 6.70" fmax_ev_per_a=3.5 mol_weight_g_mol=657.4 charge=0 de_lowest_kcal_mol=48.0 total_energy_ev=-105573.67407
Ni -0.4576 0.1163 -1.0983 -1.0 -0.3 -0.5 1.12
C 0.7284 2.6136 -3.6717 0.7 0.1 -0.8 -0.03
C 1.2715 3.0753 -2.5392 1.4 1.3 -1.0 0.03
C 0.9220 4.3590 -1.8022 -0.6 -0.2 0.3 0.00
C -0.5745 4.7591 -1.8184 -0.2 0.8 -0.5 0.00
C -1.5322 3.6024 -1.6070 -1.0 0.5 -0.7 0.00
C -1.7785 2.5016 -2.3661 -0.9 1.2 0.0 0.10
C -1.7483 2.5417 -3.8741 1.3 -0.7 -0.2 0.01
C -0.4446 3.1940 -4.4174 -0.9 0.1 0.1 0.00
C -1.3095 -1.5108 0.5717 -1.6 -1.7 2.6 0.46
H 1.2093 1.7830 -4.2349 -0.3 0.5 0.8 0.00
H 2.3141 2.7805 -2.3097 -0.9 -0.4 0.1 0.00
H 1.5133 5.2450 -2.1178 -0.1 -0.7 -0.2 0.00
H 1.2142 4.2107 -0.7573 0.0 0.0 0.0 0.00
H -0.7344 5.4826 -0.9866 0.1 -0.4 -0.6 0.00
H -0.7687 5.3352 -2.7428 0.0 -0.3 0.4 0.00
H -2.2364 3.8849 -0.8188 0.6 -1.1 0.7 0.00
H -2.2214 1.5796 -1.9314 -0.5 1.1 -0.2 -0.05
H -2.6353 3.0449 -4.3021 0.3 -0.2 0.5 0.00
H -1.7741 1.5053 -4.2135 -0.1 -0.1 -0.3 0.00
H -0.3633 2.9562 -5.4912 0.1 0.1 0.4 0.00
H -0.5615 4.2913 -4.3309 0.4 -0.7 -0.1 0.00
H -1.0821 -2.3572 -0.1453 0.3 1.6 -0.2 -0.02
H -2.3501 -1.7655 0.8715 0.3 0.2 0.0 0.00
H -0.6812 -1.7402 1.4596 -0.3 0.4 -0.6 -0.01
P -1.6900 0.6701 0.8282 -0.4 0.1 -1.1 -0.03
P 1.3954 -0.0664 0.5657 1.5 -0.9 -0.5 0.03
N -3.2846 0.9298 0.1489 0.0 0.0 -0.4 0.08
N -2.2163 0.8271 2.5436 0.6 -0.9 -1.3 0.00
N 1.8648 -0.3090 -1.1897 -1.1 0.1 -0.8 0.01
N 2.9741 -0.2602 1.2077 0.6 0.0 0.7 0.00
C -0.4935 2.0939 0.6876 0.5 0.1 1.5 0.33
C 1.0300 1.7329 0.6566 0.7 0.6 0.0 -0.01
C -3.8369 0.0374 -0.7786 -0.3 0.0 -0.1 -0.01
C -5.0379 0.5273 -1.2391 0.9 0.3 0.7 -0.01
C -5.2246 1.7996 -0.6040 0.3 0.0 0.1 0.02
C -4.1452 2.0239 0.2165 -0.1 0.0 0.4 0.00
C -3.1614 0.0023 3.1526 -0.3 -0.3 0.0 0.01
C -3.3211 0.3751 4.4610 0.2 0.3 -0.1 0.00
C -2.4328 1.4932 4.6722 -0.1 -0.2 0.0 0.00
C -1.7673 1.7299 3.5034 0.2 0.3 0.0 0.00
C 0.8883 -1.1762 -1.8892 2.5 -0.4 -0.8 0.00
C 1.4016 -1.2606 -3.2364 -1.1 0.7 0.7 0.00
C 2.4108 -0.3199 -3.4170 -0.1 0.1 1.9 0.00
C 2.6576 0.2639 -2.1351 -0.3 -1.3 -0.6 0.01
C 4.2246 0.0604 0.6535 0.5 -1.3 2.4 0.00
C 5.2186 -0.4966 1.4758 -2.7 0.2 -0.2 0.00
C 4.5458 -1.1822 2.5689 -1.7 1.3 -1.7 0.00
C 3.1622 -1.0277 2.3786 2.8 0.8 -1.2 0.00
H -0.6499 2.8066 1.4983 0.0 0.3 -0.1 0.01
H -0.7355 2.6253 -0.2343 -0.2 -0.5 0.3 -0.05
H 1.5025 2.2407 -0.1972 -0.2 0.0 0.3 -0.03
H 1.5418 2.1228 1.5584 -0.3 -0.3 -0.3 0.00
H -3.3354 -0.8951 -0.9907 -0.1 0.1 0.0 0.01
H -5.7120 0.0459 -1.9284 0.1 0.0 0.0 0.00
H -6.0704 2.4619 -0.7525 0.3 -0.1 0.1 0.00
H -3.9140 2.8514 0.8843 -0.1 -0.3 -0.2 0.00
H -3.6782 -0.7556 2.5668 0.2 0.2 0.3 0.00
H -4.0064 -0.0516 5.2105 0.5 0.2 -0.7 0.00
H -2.3308 2.0712 5.5892 0.0 -0.2 -0.4 0.00
H -1.0629 2.5142 3.2383 -0.2 -0.4 0.4 0.00
H 0.5977 -2.0885 -1.3462 0.2 0.1 0.0 0.01
H 1.0106 -1.9296 -4.0006 0.0 0.2 0.3 0.00
H 2.9413 -0.0609 -4.3157 0.1 -0.1 -0.1 0.00
H 3.4196 0.9981 -1.9265 -0.2 0.0 0.2 0.00
H 4.2987 0.6371 -0.2305 0.1 0.3 -0.4 0.00
H 6.2652 -0.4217 1.3122 0.6 0.0 -0.1 0.00
H 5.0128 -1.7136 3.3555 0.3 -0.4 0.5 0.00
H 2.3291 -1.4101 2.9040 -0.6 -0.3 0.3 0.00
O 0.7639 -4.2503 -0.6446 0.2 0.4 0.5 0.00
C 1.3963 -4.0266 0.4236 -0.2 1.0 -0.5 -0.01
O 1.8853 -2.9018 0.7804 -0.6 -1.1 -0.2 0.00
C 1.5197 -5.1963 1.3854 -0.1 -0.5 0.2 0.00
C 2.0844 -5.0109 2.6648 -0.4 -0.3 -0.6 0.00
C 2.1359 -6.0826 3.5611 0.1 0.2 0.0 0.00
C 1.6375 -7.3387 3.1847 0.1 -0.4 0.3 0.00
C 1.0770 -7.5287 1.9163 0.0 0.7 -0.3 0.00
C 1.0075 -6.4556 1.0016 0.4 0.0 0.9 0.00
H 2.4531 -4.0071 2.9059 -0.1 -0.5 0.0 0.00
H 2.5782 -5.9182 4.5556 -0.3 -0.2 -0.5 0.00
H 1.7093 -8.1998 3.8912 -0.1 0.8 -0.6 0.00
H 0.6770 -8.4978 1.6148 0.2 0.2 0.2 0.00
H 0.5696 -6.5905 0.0070 0.2 0.2 0.5 0.00